An isolated ion of composition C2H2I2P and charge +1 at a distorted geometry, computed with wB97M-V/def2-TZVPD.

Summary:
**Total charge**: +1
**Highest occupied orbital energy**: -14.51 eV
**Gap between HOMO and LUMO**: 8.31 eV

```
7
Properties=species:S:1:pos:R:3:forces:R:3
C 0.4895 0.1627 -0.6504 3.953 -1.402 4.523
C 0.5466 0.0063 0.6724 -0.882 0.653 0.778
P 2.1757 -0.0383 -0.0460 -1.428 0.734 0.148
I 3.4589 2.0120 -0.0003 -0.302 -0.784 0.037
I 3.4841 -2.0226 0.0077 -0.299 0.371 -0.134
H -0.0756 0.3899 -1.4245 -2.625 0.832 -3.549
H -0.1548 0.1150 1.5982 1.584 -0.404 -1.804
```
Positions in Å, forces in eV/Å.

C2H2I2S as an isolated structure at a distorted geometry, computed with wB97M-V/def2-TZVPD.

Summary:
**Total charge**: 0
**Highest occupied orbital energy**: -9.29 eV
**Gap between HOMO and LUMO**: 8.99 eV

```
7
Properties=species:S:1:pos:R:3:forces:R:3
C -0.2310 -1.8021 -1.7396 -0.011 0.009 -0.104
C -0.1085 0.7336 0.9022 -1.866 2.664 0.669
S -0.0638 -2.1051 -3.2229 0.001 0.022 0.140
I 0.4521 0.3476 2.9534 -0.168 0.264 -0.541
I 1.4713 1.4389 -0.3233 -0.199 -0.280 0.087
H -0.5484 -0.1764 0.5843 0.077 -0.816 -0.693
H -0.9717 1.5636 0.8458 2.165 -1.863 0.442
```
Positions in Å, forces in eV/Å.

The molecule C2H2I2S at a distorted geometry, computed with wB97M-V/def2-TZVPD.

Summary:
**Total charge**: 0
**Highest occupied orbital energy (alpha / beta)**: -9.01 / -8.70 eV
**Gap between HOMO and LUMO (alpha / beta)**: 7.30 / 6.66 eV

```
7
Properties=species:S:1:pos:R:3:forces:R:3
C 0.4939 0.1264 0.3177 0.601 0.941 1.847
C -0.6352 -0.1448 -0.5327 0.209 -1.612 1.708
S -0.4918 0.9816 1.7663 -0.132 -0.915 -2.504
I 1.8923 1.5297 -0.5989 -0.283 -0.593 0.254
I -1.2409 -2.1719 -0.4767 -0.070 0.806 -0.070
H 0.9981 -0.6836 0.9358 -0.516 0.814 -1.780
H -1.0164 0.3625 -1.4116 0.192 0.559 0.545
```
Positions in Å, forces in eV/Å.

The molecule C2H2INO at a distorted geometry, computed with wB97M-V/def2-TZVPD.

Summary:
**Total charge**: 0
**Highest occupied orbital energy (alpha / beta)**: -8.82 / -8.86 eV
**Gap between HOMO and LUMO (alpha / beta)**: 7.61 / 7.64 eV

```
7
Properties=species:S:1:pos:R:3:forces:R:3
C -0.7430 0.5748 2.6670 -5.375 -0.112 1.226
C -0.3983 -0.2916 0.0660 -2.991 3.318 0.050
N -1.9666 0.5145 2.6555 0.561 0.404 -0.073
O 0.3849 0.5850 2.6463 4.720 0.045 -0.293
I -2.1856 0.5390 0.4070 1.524 -1.166 -0.362
H 0.3054 0.4178 -0.2143 1.294 0.706 -0.417
H -0.3440 -1.2940 0.0633 0.268 -3.195 -0.132
```
Positions in Å, forces in eV/Å.

A 2-piece molecular cluster, C2H2INO2 overall at a distorted geometry, computed with wB97M-V/def2-TZVPD.

Summary:
**Total charge**: 0
**SMILES string**: C#C[N+](=O)[O-].I
**Highest occupied orbital energy**: -10.16 eV
**Gap between HOMO and LUMO**: 9.26 eV

```
8
Properties=species:S:1:pos:R:3:forces:R:3
C 0.4403 1.3545 -0.2215 1.668 -4.175 1.393
C 0.8665 0.2520 0.0930 -0.549 3.027 -1.280
N 1.5686 -0.9572 0.1979 -1.008 -0.647 0.357
O 2.2797 -1.2815 -0.7144 0.590 0.147 -0.528
O 1.3195 -1.6298 1.1786 0.114 0.067 0.343
H 0.0587 2.3056 -0.2469 -0.772 1.609 -0.292
I -2.9923 -0.5475 0.3708 0.242 -0.542 0.528
H -3.5409 0.5039 -0.6575 -0.283 0.514 -0.521
```
Positions in Å, forces in eV/Å.

A 2-piece molecular cluster, C2H2INO3 overall at a distorted geometry, computed with wB97M-V/def2-TZVPD.

Summary:
**Total charge**: 0
**Highest occupied orbital energy**: -8.71 eV
**Gap between HOMO and LUMO**: 8.20 eV

```
9
Properties=species:S:1:pos:R:3:forces:R:3
C -0.7383 -1.1079 -0.4082 0.466 2.547 -0.588
C -0.6660 1.0699 -0.5254 -3.144 -3.009 -2.038
N 1.1966 0.2506 0.5054 -1.763 0.144 -2.084
O -1.5203 1.7056 -1.0667 1.961 -0.719 1.370
O -0.3456 -1.8439 -1.2313 -0.434 0.457 0.595
O 0.5113 1.3591 -0.0770 1.650 0.251 0.665
I -1.5078 -1.6319 1.5420 -0.279 -0.309 0.159
H 1.3499 0.4765 1.4370 1.047 0.115 1.453
H 1.7202 -0.2780 -0.1760 0.498 0.523 0.467
```
Positions in Å, forces in eV/Å.